--- a ---
Computed, not measured: a molecular structure, C21H15O4PTi, with the ωB97M-V functional and the def2-TZVPD basis.

Element x y z (Å)
O1 0.09616 5.69271 -3.36244
C1 0.01873 4.80887 -2.64067
Ti1 0.01982 0.98021 0.59280
C2 1.36692 -0.09347 -0.24732
C3 -1.29442 -0.13626 -0.23873
O2 2.16037 -0.79787 -0.74647
O3 -2.07922 -0.85601 -0.73856
O4 0.03772 0.46817 2.39166
P1 0.02954 -0.03015 3.88048
C4 -1.50697 -0.93391 4.16467
C5 -2.01367 -1.02518 5.47255
C6 -3.27164 -1.59120 5.69628
C7 -4.03446 -2.04835 4.61762
C8 -3.50229 -2.01392 3.32411
C9 -2.22782 -1.49419 3.10068
C10 1.47891 -1.06182 4.18256
C11 1.80304 -1.41420 5.50489
C12 2.97398 -2.12765 5.77449
C13 3.82525 -2.49471 4.72640
C14 3.48366 -2.17471 3.40747
C15 2.30339 -1.48564 3.13169
C16 0.07516 1.38841 4.98305
C17 1.29137 1.81435 5.53822
C18 1.30288 2.85063 6.47667
C19 0.10997 3.47989 6.84345
C20 -1.09824 3.08475 6.25690
C21 -1.11664 2.05233 5.31712
H1 -1.43900 -0.63807 6.31546
H2 -3.65327 -1.65887 6.71574
H3 -5.03654 -2.44511 4.78477
H4 -4.08457 -2.39286 2.48283
H5 -1.80257 -1.49672 2.09383
H6 1.14885 -1.12252 6.32841
H7 3.21906 -2.38872 6.80397
H8 4.74971 -3.03463 4.93498
H9 4.14066 -2.46645 2.58637
H10 2.02891 -1.25894 2.09842
H11 2.22174 1.31823 5.25842
H12 2.24983 3.15383 6.92723
H13 0.11980 4.27736 7.58813
H14 -2.03469 3.56997 6.54022
H15 -2.05941 1.74225 4.86534

Properties
gap between HOMO and LUMO (spin up / spin down)	0.204 / 0.192	hartree
charge	+2
2S+1	3
⟨S²⟩	2.011
molar mass	410.19	g mol⁻¹

Mulliken population analysis, charges in e, atoms 1 to 5:
1. O -0.122
2. C 0.127
3. Ti 0.858
4. C 0.386
5. C 0.382

***

--- b ---
Computed, not measured: a molecular structure, C21H15O4PTi, with the ωB97M-V functional and the def2-TZVPD basis.

Element x y z (Å)
O1 1.57165 -4.64845 3.90055
C1 1.24684 -3.72885 3.37910
Ti1 -0.23243 0.21879 0.69062
C2 -1.39075 -0.77408 -0.70557
C3 1.49806 0.65913 -0.33230
O2 -2.01936 -1.64936 -1.33872
O3 2.67997 0.68106 -0.70092
O4 -0.91274 1.82974 0.67947
P1 -1.70019 3.18005 1.32604
C4 -0.51375 4.58097 0.79777
C5 -0.50236 5.90318 1.27715
C6 0.62079 6.73551 0.99775
C7 1.66736 6.25804 0.16866
C8 1.67551 4.88729 -0.20978
C9 0.61882 4.05632 0.12107
C10 -3.27613 3.26614 0.30158
C11 -4.24749 4.26597 0.42863
C12 -5.45761 4.19946 -0.32008
C13 -5.66303 3.09349 -1.17800
C14 -4.71315 2.03580 -1.21701
C15 -3.55895 2.10775 -0.46073
C16 -2.24908 3.60886 3.05154
C17 -3.54368 3.31376 3.60759
C18 -3.91854 3.80527 4.90099
C19 -3.00533 4.50237 5.70608
C20 -1.65511 4.54205 5.28188
C21 -1.26837 4.07319 4.01137
H1 -1.31346 6.29167 1.84766
H2 0.67212 7.76693 1.43080
H3 2.47520 6.94614 -0.17902
H4 2.52822 4.48871 -0.76603
H5 0.72314 3.00566 -0.06410
H6 -4.08852 5.08726 1.11183
H7 -6.20918 5.00003 -0.23601
H8 -6.59409 3.05287 -1.80334
H9 -4.91324 1.16224 -1.84999
H10 -2.89314 1.23409 -0.43673
H11 -4.23757 2.72363 3.04164
H12 -4.99178 3.66644 5.27874
H13 -3.31082 4.96179 6.62945
H14 -0.88712 4.99518 5.97741
H15 -0.24127 4.05286 3.71831

Properties
gap between HOMO and LUMO (spin up / spin down)	0.226 / 0.216	hartree
charge	+2
2S+1	3
⟨S²⟩	2.010
molar mass	410.19	g mol⁻¹

Mulliken population analysis, charges in e, atoms 1 to 5:
1. O -0.079
2. C 0.083
3. Ti 0.681
4. C 0.416
5. C 0.429

***

It is b that is the least stable of them.

***

--- a ---
Computed, not measured: a single C4H8OS2 molecule, with the ωB97M-V functional and the def2-TZVPD basis.

Element x y z (Å)
C1 -1.45905 -1.10466 0.43865
S1 -1.18050 0.15426 1.71939
S2 -0.74288 1.91244 0.78506
C2 0.93090 2.29343 1.31103
C3 2.06006 1.30122 0.93629
C4 1.98047 0.47552 -0.41275
O1 2.87032 0.97005 1.80046
H1 -0.87744 -1.90228 0.63548
H2 -1.16062 -0.74695 -0.60610
H3 -2.42212 -1.55981 0.36282
H4 0.87956 2.36444 2.44443
H5 1.27292 3.20099 0.82766
H6 2.73398 0.48112 -1.13992
H7 1.07373 0.73336 -0.88666
H8 1.97833 -0.63545 -0.27818

Properties
structure (SMILES)	CSSCC(C)=O
gap between HOMO and LUMO	0.344	hartree
2S+1	1
molar mass	136.24	g mol⁻¹

Mulliken population analysis, charges in e, atoms 1 to 5:
1. C -0.849
2. S -0.058
3. S -0.083
4. C -0.603
5. C 0.641

***

--- b ---
Computed, not measured: a single C4H8OS2 molecule, with the ωB97M-V functional and the def2-TZVPD basis.

Element x y z (Å)
C1 -1.40757 -2.51295 0.97627
S1 -1.63321 -0.92053 0.14181
S2 -0.15899 -0.96118 -1.24834
C2 1.14801 0.23474 -0.70662
C3 0.72294 1.34408 0.24350
C4 0.27364 2.54063 -0.59447
O1 1.02284 3.11380 -1.33879
H1 -1.08722 -3.32903 0.33202
H2 -0.69544 -2.35095 1.78056
H3 -2.34842 -2.87755 1.38616
H4 1.47621 0.66655 -1.64874
H5 1.93889 -0.40067 -0.31775
H6 -0.08982 1.09709 0.92225
H7 1.65308 1.63724 0.73764
H8 -0.81494 2.71872 -0.66551

Properties
structure (SMILES)	CSSCCC=O
gap between HOMO and LUMO	0.341	hartree
2S+1	1
molar mass	136.24	g mol⁻¹

Mulliken population analysis, charges in e, atoms 1 to 5:
1. C -0.779
2. S -0.090
3. S -0.110
4. C -0.681
5. C -0.426

***

--- c ---
Computed, not measured: a single C4H8OS2 molecule, with the ωB97M-V functional and the def2-TZVPD basis.

Element x y z (Å)
C1 -0.62481 -0.25374 -2.10035
O1 0.47393 -0.62068 -1.14145
C2 1.09525 0.53990 -0.67025
S1 -0.17616 1.65381 0.21321
C3 -0.52090 0.57842 1.65778
C4 -0.03995 -0.75746 1.83701
S2 -1.08679 1.37610 3.00220
H1 -1.11820 -1.17557 -2.58905
H2 -1.36523 0.18110 -1.35662
H3 -0.25766 0.67198 -2.86925
H4 1.87827 0.25562 0.05713
H5 1.45347 1.07757 -1.60037
H6 -0.49150 -1.17034 2.62976
H7 1.03476 -0.92067 2.00102
H8 -0.25451 -1.43604 0.92923

Properties
structure (SMILES)	COCSC(C)=S
gap between HOMO and LUMO	0.301	hartree
2S+1	1
molar mass	136.24	g mol⁻¹

Mulliken population analysis, charges in e, atoms 1 to 5:
1. C -0.555
2. O -0.338
3. C -0.448
4. S -0.057
5. C 0.403

***

It is c that is the least stable of them.

***

--- a ---
Computed, not measured: 2 unconnected molecules or ions with the total composition CH4FOPS, with the ωB97M-V functional and the def2-TZVPD basis.

Element x y z (Å)
C1 -0.50266 0.84264 -0.12811
O1 0.38294 -1.57071 -0.70299
F1 -1.90034 -1.36067 -0.22919
P1 -0.48880 -0.88601 0.41796
S1 1.32145 -3.89960 1.32629
H1 -0.82599 1.55039 0.58972
H2 0.48205 1.15322 -0.47504
H3 -1.19062 0.97279 -0.86090
H4 1.20804 -2.11781 -0.67436

Properties
gap between HOMO and LUMO (spin up / spin down)	0.223 / 0.224	hartree
2S+1	1
molar mass	114.08	g mol⁻¹

Mulliken population analysis, charges in e, atoms 1 to 5:
1. C -0.965
2. O -0.394
3. F -0.301
4. P 0.381
5. S -0.041

***

--- b ---
Computed, not measured: 2 unconnected molecules or ions with the total composition CH4FOPS, with the ωB97M-V functional and the def2-TZVPD basis.

Element x y z (Å)
C1 1.08589 -1.76696 -0.52027
O1 -0.60943 2.62204 0.63347
F1 -2.78475 1.42459 0.29165
P1 -1.60763 1.56803 1.39401
S1 0.47805 -0.07993 0.28956
H1 1.99479 -1.32921 -1.04997
H2 1.37047 -2.57113 0.24428
H3 0.26338 -1.99521 -1.09165
H4 -0.19078 2.12778 -0.19110

Properties
gap between HOMO and LUMO (spin up / spin down)	0.267 / 0.249	hartree
2S+1	1
molar mass	114.08	g mol⁻¹

Mulliken population analysis, charges in e, atoms 1 to 5:
1. C -0.688
2. O -0.407
3. F -0.201
4. P 0.547
5. S -0.343

***

--- c ---
Computed, not measured: a molecular structure, CH4FOPS, with the ωB97M-V functional and the def2-TZVPD basis.

Element x y z (Å)
C1 1.42881 0.42749 -0.64271
O1 -0.94362 -0.91150 1.46461
F1 -1.05709 -1.24249 -1.00601
P1 -0.80879 -0.04152 0.09966
S1 -2.29387 1.19280 0.06710
H1 1.73729 -0.49847 -0.11499
H2 1.36877 0.28760 -1.61839
H3 2.04181 1.22437 -0.35320
H4 -1.47330 -0.43828 2.10394

Properties
gap between HOMO and LUMO	0.318	hartree
2S+1	1
molar mass	114.08	g mol⁻¹

Mulliken population analysis, charges in e, atoms 1 to 5:
1. C -0.883
2. O -0.456
3. F -0.270
4. P 0.713
5. S -0.396

***

It is a that is the least stable of them.